{
  "formula": "C33H38Cl2CrF6N2O4P",
  "method": "wB97M-V/def2-TZVPD",
  "species": ["Cr", "Cl", "Cl", "P", "F", "F", "F", "F", "F", "F", "O", "O", "O", "O", "N", "N", "C", "C", "C", "C", "C", "C", "C", "C", "C", "C", "C", "C", "C", "C", "C", "C", "C", "C", "C", "C", "C", "C", "C", "C", "C", "C", "C", "C", "C", "C", "C", "C", "C", "H", "H", "H", "H", "H", "H", "H", "H", "H", "H", "H", "H", "H", "H", "H", "H", "H", "H", "H", "H", "H", "H", "H", "H", "H", "H", "H", "H", "H", "H", "H", "H", "H", "H", "H", "H", "H", "H"],
  "coordinates": [[-0.3149, -0.4189, 0.9816], [1.3248, 2.3739, 2.6773], [-0.4392, 1.2876, 4.7794], [0.5665, 1.4021, -1.2794], [3.1476, -3.5634, 2.9833], [-0.3718, -2.0070, 4.6655], [1.5385, -3.8277, 1.5698], [2.9575, -2.2147, 1.3101], [-0.7460, -2.9998, 2.7928], [0.6259, -3.8756, 4.2231], [0.3235, -1.8630, -0.2027], [2.0646, -3.1591, -1.6520], [0.8935, -0.9293, 2.2545], [-1.4459, 0.9945, 1.4537], [-1.8047, -2.6765, -0.0415], [-1.9634, -1.5043, 0.6687], [-5.2532, 1.1046, 3.0475], [0.2099, -2.7165, 3.6866], [-1.4243, 4.8241, -0.2336], [1.1188, -4.1161, -1.7463], [-1.7944, 0.7512, -2.4476], [-0.9564, 3.5179, -0.3061], [-0.7089, -6.2153, -1.9789], [-0.5675, -2.7937, -0.4309], [-4.8199, -0.0274, 2.4001], [0.0460, 3.1642, -1.2067], [-0.1911, 1.7418, -4.0602], [-2.6554, 1.0000, 1.9759], [0.5719, 4.1636, -2.0300], [-3.5259, -0.1048, 1.8592], [2.4355, 1.4300, -1.5177], [0.1531, -0.5861, -3.2255], [-0.1555, -4.0022, -1.1669], [-4.3915, 2.1999, 3.1519], [1.3798, -1.9300, 3.0589], [-0.3118, 0.8222, -2.8443], [2.2362, -1.3177, 4.1656], [2.9374, 0.0607, -1.0371], [-0.8884, 5.8037, -1.0526], [2.9804, 1.6553, -2.9311], [0.5485, -6.3030, -2.5740], [0.1158, 5.4692, -1.9517], [-1.0471, -5.0741, -1.2852], [-3.1213, 2.1551, 2.6233], [0.6066, 2.6220, 4.2790], [2.2587, -2.9036, 2.2218], [1.4519, -5.2685, -2.4586], [3.0160, 2.4978, -0.5838], [-3.1414, -1.2864, 1.1452], [1.4125, 2.7084, 4.9975], [0.8275, -7.1938, -3.1226], [-2.0171, -4.9782, -0.8179], [-1.9519, 0.1009, -1.5835], [-2.4481, 2.9997, 2.7008], [-2.2095, 5.0716, 0.4702], [-0.8188, 1.3361, -4.8590], [2.8394, 3.5097, -0.9445], [-1.4106, -7.0344, -2.0559], [0.5409, 6.2260, -2.5986], [-1.2488, 6.8228, -0.9948], [1.6358, -0.5794, 4.6889], [2.4387, -5.3251, -2.8985], [-5.4766, -0.8834, 2.2977], [0.0141, 3.5284, 4.2447], [0.0057, -1.2909, -2.4126], [1.7359, -2.4898, -1.0193], [-6.2488, 1.1506, 3.4662], [0.8257, 1.8022, -4.4441], [3.0888, -0.8211, 3.7040], [-4.7262, 3.0977, 3.6564], [4.0730, 1.6267, -2.8857], [-0.4333, -0.9305, -4.0817], [4.0955, 2.3456, -0.5067], [1.3435, 3.9260, -2.7477], [2.6446, -0.7378, -1.7187], [-2.3675, 0.3392, -3.2824], [1.2040, -0.6207, -3.5123], [-0.5465, 2.7492, -3.8468], [4.0300, 0.0707, -0.9966], [2.6007, 2.4273, 0.4223], [2.5676, -0.1783, -0.0379], [-1.3627, 2.7610, 0.3477], [2.6662, 0.8746, -3.6219], [-2.1982, 1.7382, -2.2136], [2.5932, -2.0704, 4.8658], [-3.8881, -2.0548, 0.9633], [2.7007, 2.6192, -3.3524]],
  "energy_ha": -4596.30341,
  "spin_multiplicity": 4,
  "s_squared": 3.79,
  "relative_energy_kj_mol": 7.4,
  "homo_lumo_gap_ev": [7.455, 7.555],
  "charge": 0,
  "e_homo_ev": [-7.96, -8.05],
  "fmax_ev_per_a": 0.81
}


{
  "formula": "C33H38Cl3FGeIrN6O3",
  "method": "wB97M-V/def2-TZVPD",
  "species": ["Ir", "Ge", "Cl", "Cl", "Cl", "F", "O", "O", "O", "N", "N", "N", "N", "N", "N", "C", "C", "C", "C", "C", "C", "C", "C", "C", "C", "C", "C", "C", "C", "C", "C", "C", "C", "C", "C", "C", "C", "C", "C", "C", "C", "C", "C", "C", "C", "C", "C", "C", "H", "H", "H", "H", "H", "H", "H", "H", "H", "H", "H", "H", "H", "H", "H", "H", "H", "H", "H", "H", "H", "H", "H", "H", "H", "H", "H", "H", "H", "H", "H", "H", "H", "H", "H", "H", "H", "H"],
  "coordinates": [[-0.6336, 2.2610, 1.1428], [1.6340, 3.2083, 1.1315], [1.6152, 5.3953, 1.2986], [2.9157, 2.7960, -0.5775], [3.0869, 2.5016, 2.5802], [4.4686, -1.8485, -0.7137], [-3.5844, -0.7024, 1.1134], [0.4759, 0.5389, 0.7638], [-2.4211, 1.1762, 1.1525], [4.5588, -5.9448, -3.5477], [-1.7470, 3.8155, 1.4908], [-1.0094, 2.9297, -0.8916], [-0.9064, -2.9834, -0.7579], [3.6349, -4.3503, -1.7686], [-0.8733, 2.0581, 3.2601], [-2.1070, 6.1271, 0.7193], [-3.0090, 2.3464, 4.5403], [0.9046, -1.4903, -0.2699], [-1.3968, -0.8686, 0.2916], [0.0513, 2.8703, 4.1076], [3.5059, -5.7340, -1.3349], [-2.2537, 2.2876, -1.4226], [-1.7726, 4.7909, 0.5085], [2.2764, -1.2106, -0.2859], [-1.4000, -4.5501, -2.7002], [5.6494, -5.2012, -2.8331], [-1.4125, -4.2619, -1.2267], [-1.1868, 5.2715, -1.7763], [-0.0246, -0.5224, 0.2859], [-2.6960, -4.2930, -1.9918], [0.0686, 2.6942, -1.8857], [-1.9785, 7.0292, -0.3216], [-3.7825, 4.3664, 2.7632], [2.7393, -3.3845, -1.2678], [3.1558, -2.1361, -0.7611], [-0.7998, 0.6479, 3.7168], [-4.2050, 3.0373, 4.7207], [5.0221, -4.0150, -2.0896], [-2.2021, 2.6608, 3.4731], [-2.5574, -0.0866, 0.9046], [0.4581, -2.7157, -0.7739], [3.6530, -6.6417, -2.5598], [1.3781, -3.6435, -1.2762], [-1.3014, 4.3682, -0.7420], [-1.7507, -2.0969, -0.2166], [-2.5734, 3.6828, 2.5763], [-4.5867, 4.0398, 3.8360], [-1.5246, 6.6050, -1.5620], [2.7059, -6.8135, -3.0669], [1.0146, -4.5703, -1.6947], [-0.8300, 4.9673, -2.7500], [-2.4975, 2.7439, -2.3829], [-4.1086, 5.0973, 2.0379], [-1.0339, -3.7668, -3.3504], [-1.2106, -5.0729, -0.5377], [2.5403, -5.9084, -0.8703], [-2.3921, 6.4638, 1.7061], [-2.2097, 8.0724, -0.1573], [4.9452, -6.6150, -4.2127], [5.0352, -3.1292, -2.7222], [-3.1910, -3.3543, -2.1963], [-2.0684, 1.2233, -1.5575], [5.6377, -3.8081, -1.2112], [-3.3609, -5.1219, -1.8002], [6.3891, -4.8739, -3.5593], [-2.7328, 1.5700, 5.2392], [0.9023, 3.3651, -1.7009], [-5.5296, 4.5504, 3.9728], [0.1599, 0.2470, 3.3971], [-4.8438, 2.7813, 5.5545], [6.1163, -5.9186, -2.1613], [-3.0735, 2.4224, -0.7250], [-1.6152, 0.0792, 3.2808], [4.1075, -7.5992, -2.3133], [0.0614, 3.8991, 3.7518], [4.2660, -5.9765, -0.5834], [1.0464, 2.4491, 4.0557], [4.0030, -5.2715, -4.0777], [-0.3047, 2.8425, 5.1385], [-2.7901, -2.3903, -0.1598], [-0.3067, 2.8467, -2.8983], [-1.4170, 7.3150, -2.3702], [2.6478, -0.2696, 0.1011], [-0.8558, 0.5931, 4.8040], [-1.1724, -5.5590, -3.0154], [0.4096, 1.6655, -1.7875]],
  "energy_ha": -5495.93014,
  "spin_multiplicity": 2,
  "s_squared": 0.79,
  "relative_energy_kj_mol": 0.0,
  "homo_lumo_gap_ev": [7.156, 6.819],
  "charge": 2,
  "e_homo_ev": [-12.18, -13.17],
  "fmax_ev_per_a": 0.71
}


{
  "formula": "C33H38ClCrNO2PS6Si",
  "method": "wB97M-V/def2-TZVPD",
  "species": ["Cr", "Cl", "S", "S", "S", "S", "S", "S", "P", "Si", "O", "O", "N", "C", "C", "C", "C", "C", "C", "C", "C", "C", "C", "C", "C", "C", "C", "C", "C", "C", "C", "C", "C", "C", "C", "C", "C", "C", "C", "C", "C", "C", "C", "C", "C", "C", "H", "H", "H", "H", "H", "H", "H", "H", "H", "H", "H", "H", "H", "H", "H", "H", "H", "H", "H", "H", "H", "H", "H", "H", "H", "H", "H", "H", "H", "H", "H", "H", "H", "H", "H", "H", "H", "H"],
  "coordinates": [[1.7199, 0.3023, 0.2963], [-0.9417, -6.1648, 4.0229], [2.3268, 0.9903, -2.0849], [0.9045, 5.6635, -0.1980], [4.0300, 1.1861, 0.7172], [0.0302, -1.5191, -1.4960], [1.3759, 2.5877, 0.6812], [3.0808, -1.7653, -0.5132], [0.0177, 3.9322, -0.1743], [-3.1676, -2.6174, -0.9682], [3.1812, -0.8762, 3.8010], [2.0663, -0.5991, 1.9021], [-0.2607, -0.1196, 0.6791], [-0.6397, 4.3184, -2.8318], [-0.5049, 3.3728, -1.8182], [-1.8799, 5.0578, 1.5086], [3.1111, -1.6926, -2.3112], [-2.2099, -1.4230, 0.1471], [-1.5094, 3.9135, 0.8117], [-0.8195, 0.2673, 1.8387], [-2.3517, -4.2981, -0.9869], [-1.1000, 3.9338, -4.0815], [3.5972, 2.2573, -1.8420], [-4.8770, -2.7973, -0.2177], [1.4929, -2.4605, 3.2427], [4.8207, -1.3676, -0.1618], [-2.7597, -0.9923, 1.3413], [-3.0576, 5.0736, 2.2434], [-0.8257, 2.0442, -2.0722], [0.8242, -4.2419, 4.7208], [0.0019, -4.7347, 3.7186], [-0.8920, -0.9816, -0.1479], [-2.3258, 2.7846, 0.8573], [-2.0651, -0.1539, 2.2175], [3.3592, -0.2974, -2.8570], [4.6828, 1.8966, -0.8222], [0.6674, -2.9757, 2.2498], [-3.3523, -1.9273, -2.6927], [1.5736, -3.1049, 4.4735], [-0.0817, -4.1195, 2.4818], [-1.2804, 1.6598, -3.3235], [4.9807, -0.3288, 0.9351], [2.3163, -1.2215, 3.0203], [-3.8681, 3.9498, 2.2838], [-1.4234, 2.6063, -4.3273], [-3.4993, 2.8034, 1.5912], [-3.9190, -2.6197, -3.3203], [6.0337, -0.0742, 1.0676], [-4.1278, 1.9218, 1.6216], [3.8472, -2.3862, -2.7200], [-2.9730, -5.0170, -1.5265], [-1.2041, 4.6726, -4.8659], [-2.0525, 1.8846, 0.3213], [-0.3730, 5.3484, -2.6317], [5.4035, 1.1913, -1.2375], [-1.3706, -4.2574, -1.4604], [0.8710, -4.7470, 5.6755], [-3.7549, -1.3223, 1.6183], [-5.3896, -1.8358, -0.1353], [4.3963, -0.0030, -2.7026], [-3.8885, -0.9752, -2.6708], [2.2266, -2.6964, 5.2332], [0.6190, -2.5059, 1.2786], [-0.2250, 0.9397, 2.4442], [-4.8529, -3.2592, 0.7719], [-0.7175, -4.5300, 1.7094], [-1.5019, 0.6175, -3.5088], [4.0531, 2.4736, -2.8094], [3.0563, 3.1473, -1.5246], [-1.7763, 2.3080, -5.3067], [-2.3773, -1.7684, -3.1510], [3.1743, -0.2783, -3.9314], [-3.3404, 5.9680, 2.7835], [4.6205, -0.7018, 1.8942], [5.3461, -2.2746, 0.1411], [-0.6913, 1.2877, -1.3112], [-4.7877, 3.9651, 2.8552], [-2.2260, -4.6698, 0.0332], [2.1284, -2.0583, -2.6038], [5.2322, 2.8007, -0.5626], [-5.4873, -3.4381, -0.8589], [-2.4909, 0.1727, 3.1550], [-1.2386, 5.9286, 1.4675], [5.2896, -1.0300, -1.0862]],
  "energy_ha": -6010.36955,
  "spin_multiplicity": 4,
  "s_squared": 3.81,
  "relative_energy_kj_mol": 0.0,
  "homo_lumo_gap_ev": [6.913, 7.685],
  "charge": 0,
  "e_homo_ev": [-7.83, -7.82],
  "fmax_ev_per_a": 0.67
}


{
  "formula": "C33H38F4O3",
  "method": "wB97M-V/def2-TZVPD",
  "species": ["F", "F", "F", "F", "O", "O", "O", "C", "C", "C", "C", "C", "C", "C", "C", "C", "C", "C", "C", "C", "C", "C", "C", "C", "C", "C", "C", "C", "C", "C", "C", "C", "C", "C", "C", "C", "C", "C", "C", "C", "H", "H", "H", "H", "H", "H", "H", "H", "H", "H", "H", "H", "H", "H", "H", "H", "H", "H", "H", "H", "H", "H", "H", "H", "H", "H", "H", "H", "H", "H", "H", "H", "H", "H", "H", "H", "H", "H"],
  "coordinates": [[-4.4299, -2.4812, -16.9145], [-11.9360, 1.3126, -10.6703], [-10.6415, -1.8316, -12.6355], [-13.8969, -4.9058, -7.6912], [-9.4059, 2.2721, -15.8691], [-6.4600, -5.8953, -13.1412], [-12.1332, -1.5258, -6.2268], [-17.2943, -6.1042, -7.9611], [-11.7570, -2.1631, -5.2600], [-9.0090, -3.8493, -10.1364], [-5.6037, -2.5052, -16.2617], [-8.0651, -2.5575, -15.0593], [-7.0979, -6.9109, -13.2379], [-15.2134, -5.0112, -7.4779], [-17.2298, -4.2070, -6.4450], [-9.5989, 1.2258, -10.8508], [-9.7194, 0.2838, -17.1525], [-11.1043, -3.0203, -9.2325], [-8.1039, -7.3126, -12.1955], [-9.4600, 3.8279, -9.9158], [-10.7120, 3.2191, -9.9811], [-9.2757, -3.2130, -11.3407], [-8.3027, 3.1370, -10.2410], [-7.2064, -1.4935, -14.8020], [-10.2680, -2.2719, -4.9851], [-11.3571, -2.3573, -10.4379], [-6.9441, -7.8411, -14.4081], [-10.4328, -2.4696, -11.4506], [-8.3576, 1.8259, -10.6812], [-10.8805, 0.6694, -14.9400], [-17.9131, -5.2570, -7.0403], [-10.7430, 1.9256, -10.4839], [-6.4417, -3.5716, -16.4914], [-9.9527, -3.7611, -9.1016], [-15.8698, -4.0986, -6.6767], [-9.9174, 1.1879, -15.9727], [-7.6939, -3.6042, -15.8830], [-12.7253, -2.7669, -4.3378], [-5.9830, -1.4471, -15.4544], [-15.9240, -5.9971, -8.1499], [-9.7593, -4.4199, -8.2616], [-7.9127, -8.1117, -14.8249], [-11.8151, -3.0113, -8.4178], [-10.3653, -0.5879, -17.0610], [-6.3559, -8.6846, -14.0424], [-9.3131, 4.7926, -9.4454], [-8.2040, -4.5568, -9.9962], [-9.7921, -1.2974, -5.0545], [-11.6307, 3.6717, -9.6387], [-9.7736, 0.1985, -11.1448], [-8.2464, -4.5139, -16.0731], [-9.8323, -3.0052, -5.6587], [-10.9204, 1.3286, -14.0678], [-7.7394, -8.2334, -11.7280], [-9.0512, -2.5481, -14.6065], [-15.2614, -3.3009, -6.2637], [-12.6381, -2.3427, -3.3299], [-7.4805, 1.2052, -10.8089], [-17.8713, -6.8835, -8.4358], [-9.0771, -7.5274, -12.6357], [-11.9086, 0.6728, -15.3099], [-15.4633, -6.6437, -8.8866], [-10.1378, -2.5694, -3.9392], [-8.6870, -0.0567, -17.2515], [-5.1777, -0.7522, -15.2381], [-6.1451, -4.4776, -17.0050], [-9.9567, 0.7782, -18.0965], [-18.9968, -5.2303, -6.9792], [-7.5402, -0.5985, -14.2928], [-17.7362, -3.3927, -5.9474], [-6.3933, -7.3421, -15.2047], [-7.3129, 3.5673, -10.1528], [-10.6057, -0.3065, -14.5402], [-13.7648, -2.6507, -4.6267], [-8.5611, -3.3476, -12.1435], [-8.2082, -6.5669, -11.4115], [-12.2236, -1.7155, -10.5205], [-12.5143, -3.8288, -4.1669]],
  "smiles": "Fc1ccccc1.Fc1ccccc1.Fc1ccccc1.Fc1ccccc1.CC(C)=O.CC(C)=O.CC(C)=O",
  "energy_ha": -1905.39963,
  "relative_energy_kj_mol": 96.5,
  "homo_lumo_gap_ev": 9.648,
  "charge": 0,
  "e_homo_ev": -9.05,
  "fmax_ev_per_a": 2.00
}


{
  "formula": "C33H39Br2N2O2SbTc",
  "method": "wB97M-V/def2-TZVPD",
  "species": ["Sb", "Tc", "Br", "Br", "O", "O", "N", "N", "C", "C", "C", "C", "C", "C", "C", "C", "C", "C", "C", "C", "C", "C", "C", "C", "C", "C", "C", "C", "C", "C", "C", "C", "C", "C", "C", "C", "C", "C", "C", "C", "C", "H", "H", "H", "H", "H", "H", "H", "H", "H", "H", "H", "H", "H", "H", "H", "H", "H", "H", "H", "H", "H", "H", "H", "H", "H", "H", "H", "H", "H", "H", "H", "H", "H", "H", "H", "H", "H", "H", "H"],
  "coordinates": [[1.1262, -1.6273, 2.3273], [0.7144, -1.3590, -0.2400], [7.9894, -2.5841, -1.6617], [1.9471, 1.9071, 1.2885], [2.4229, -0.5977, -0.6977], [-0.3121, 0.3738, -0.2018], [1.6101, -3.2021, -0.5395], [-0.9543, -2.6984, -0.1499], [3.9012, -2.4387, -0.9389], [-1.5895, -5.0392, -0.1322], [-3.2555, -3.3252, 0.0865], [0.3618, 3.9018, 0.1954], [-1.7831, 3.5955, -0.7995], [-0.8948, 5.9643, -0.6473], [2.6453, -0.4730, 3.2219], [4.6877, -0.1494, -1.1047], [0.7393, -4.3429, -0.4184], [3.6384, -1.0552, -0.8961], [-0.5271, 1.6443, -0.1391], [-0.5641, -1.3288, 3.5540], [-1.1760, -6.3877, -0.1911], [-2.6074, 0.2573, -1.9764], [-4.1979, 2.0571, -1.4804], [6.2333, -1.9957, -1.3562], [-1.7445, 2.2247, -0.6427], [-2.2258, -2.3762, 0.0006], [2.8781, -3.4065, -0.8048], [-2.1035, 6.4628, 0.1617], [0.4592, 2.5364, 0.3492], [5.2200, -2.8934, -1.1816], [0.3503, 6.7346, -0.2103], [-0.6212, -4.0259, -0.2357], [5.9605, -0.6147, -1.3217], [1.7490, -3.5959, 2.7776], [-3.3925, 0.7493, 0.4356], [-0.7490, 4.4707, -0.4201], [0.1490, -6.6838, -0.3361], [1.1131, -5.6633, -0.4483], [-1.1349, 6.2123, -2.1452], [-2.9638, 1.3279, -0.9276], [-2.9406, -4.6512, 0.0282], [0.4760, -7.7137, -0.3709], [0.5365, 6.6376, 0.8612], [-2.0421, 5.7237, -2.5032], [3.2010, -4.4287, -0.9584], [-4.2742, -2.9847, 0.2018], [-0.2942, 5.8602, -2.7451], [-2.5657, 0.3008, 0.9922], [-3.4395, -0.4430, -2.0887], [-2.4482, -1.3178, 0.0546], [-1.9601, 6.2972, 1.2307], [-2.2331, 7.5337, -0.0011], [5.4163, -3.9573, -1.2282], [1.0322, -4.3163, 2.3874], [-1.7057, -0.3021, -1.7389], [2.8203, -0.8834, 4.2158], [1.1778, 4.5073, 0.5610], [-0.8174, -0.2703, 3.5717], [4.4778, 0.9122, -1.1034], [6.7699, 0.0862, -1.4775], [0.2074, 7.7950, -0.4179], [-3.0280, 5.9693, -0.1420], [-4.1866, 0.0098, 0.3008], [3.5559, -0.5446, 2.6299], [-1.2504, 7.2828, -2.3202], [2.1444, -5.9654, -0.5554], [-1.9167, -7.1729, -0.1146], [-1.4085, -1.9009, 3.1743], [-3.7072, -5.4127, 0.1003], [2.7241, -3.7701, 2.3242], [-4.0174, 2.4979, -2.4618], [-0.3168, -1.6639, 4.5603], [1.8291, -3.7079, 3.8576], [-3.7975, 1.5498, 1.0550], [-2.6687, 4.0221, -1.2263], [-4.9988, 1.3258, -1.6023], [1.2404, 6.4131, -0.7551], [-4.5697, 2.8264, -0.8040], [2.3330, 0.5638, 3.2987], [-2.4543, 0.7365, -2.9440]],
  "energy_ha": -7009.42570,
  "spin_multiplicity": 2,
  "s_squared": 1.00,
  "homo_lumo_gap_ev": [4.552, 5.196],
  "charge": 2,
  "e_homo_ev": [-12.88, -13.15],
  "fmax_ev_per_a": 3.67
}